Record 1
This record from OMol25 describes a single C22H34N2O4 molecule. The level of theory is ωB97M-V with the def2-TZVPD basis set.

```
62
Properties=species:S:1:pos:R:3
C -0.9305 3.1993 -3.1669
C -1.8205 1.9653 -3.2713
C -2.3485 1.4368 -1.9309
C -3.2889 2.4264 -1.2460
C -1.2074 1.0697 -0.9683
N -0.2463 0.1810 -1.5870
C 1.0847 0.4193 -1.5570
O 1.5504 1.4536 -1.1214
C 1.9244 -0.7273 -2.0959
C 2.1798 -1.7109 -0.9464
C 3.0524 -2.8698 -1.4177
C 4.3870 -2.3645 -1.9669
C 5.2552 -3.5276 -2.4383
C 4.1296 -1.3779 -3.1064
C 3.2550 -0.2173 -2.6456
C -1.7732 0.3329 0.2548
O -2.4398 -0.6755 0.1241
N -1.4161 0.8897 1.4332
C -1.7149 0.4715 2.7351
C -2.5556 -0.5956 3.0113
C -2.8146 -0.9560 4.3297
O -3.6243 -1.9864 4.7006
C -4.2494 -2.7408 3.6891
C -2.2228 -0.2353 5.3622
C -1.3854 0.8313 5.0892
C -1.1213 1.1998 3.7804
O -0.3106 2.2421 3.3949
C 0.3525 2.9735 4.3959
H -1.4546 4.0224 -2.6890
H -0.0260 2.9836 -2.6048
H -0.6364 3.5218 -4.1633
H -1.2564 1.1698 -3.7633
H -2.6811 2.1964 -3.9036
H -2.9098 0.5162 -2.1312
H -2.7535 3.3165 -0.9253
H -4.0814 2.7254 -1.9279
H -3.7456 1.9687 -0.3712
H -0.6547 1.9638 -0.6698
H -0.5978 -0.7229 -1.8635
H 1.3714 -1.2402 -2.8905
H 2.6833 -1.1791 -0.1359
H 1.2307 -2.0907 -0.5590
H 3.2301 -3.5539 -0.5851
H 2.5286 -3.4253 -2.1999
H 4.9138 -1.8367 -1.1641
H 4.7599 -4.0709 -3.2407
H 5.4442 -4.2209 -1.6216
H 6.2111 -3.1655 -2.8098
H 5.0799 -0.9927 -3.4815
H 3.6354 -1.9020 -3.9288
H 3.7610 0.3486 -1.8617
H 3.0686 0.4657 -3.4770
H -0.8020 1.6943 1.4158
H -2.9880 -1.1270 2.1821
H -3.5161 -3.2295 3.0405
H -4.9145 -2.1216 3.0794
H -4.8353 -3.4982 4.2078
H -2.4287 -0.5228 6.3802
H -0.9438 1.3692 5.9124
H -0.3558 3.4856 5.0549
H 0.9539 3.7124 3.8684
H 1.0085 2.3323 4.9927
```

Summary:
E: -34537.51543 eV
2S+1: 1
molecular weight: 390.52 g mol⁻¹
E_HOMO: -7.80 eV
Kohn-Sham gap: 8.57 eV


Record 2
This record from OMol25 describes a molecular structure, C22H34N2O6P2Sr in a non-equilibrium geometry. The level of theory is ωB97M-V with the def2-TZVPD basis set.

```
67
Properties=species:S:1:pos:R:3
P -2.6329 -0.0902 -2.8276
P -2.5989 -2.3491 0.0458
C -3.4019 -1.7258 -2.6222
C -3.8919 -2.2694 -1.2555
H -2.7106 -2.4448 -3.0822
H -4.2914 -1.7104 -3.2804
H -4.8125 -1.7294 -0.9180
H -4.2176 -3.3283 -1.4047
C -1.4192 -3.6009 -0.4969
H -0.6889 -3.7558 0.3099
H -0.8955 -3.3318 -1.4292
H -1.9551 -4.5521 -0.6716
C -3.4367 -2.8732 1.5402
H -4.1640 -3.6744 1.3374
H -3.9479 -2.0210 2.0131
H -2.6659 -3.2378 2.2294
C -1.7110 -0.1889 -4.3890
H -0.9432 0.5890 -4.4465
H -2.3996 -0.0753 -5.2321
H -1.2238 -1.1640 -4.4505
C -4.1714 0.7473 -3.4391
H -4.9916 0.6409 -2.7116
H -4.4803 0.2336 -4.3657
H -4.0373 1.8110 -3.6824
Sr 1.9501 -1.6428 -0.6040
C -3.3143 0.5023 0.2744
C -2.3053 -0.4950 0.4404
C -0.9997 -0.4054 -0.4825
C -0.6931 0.9541 -1.0421
C -1.7986 1.5584 -2.0268
C -2.7465 2.5671 -1.7191
C -3.3246 2.9207 -0.4447
C -2.9644 1.8723 0.6624
C 2.6608 0.8748 -1.1282
H -4.3633 0.2164 0.3905
H -1.9659 -0.5334 1.5093
H -1.1029 -1.1281 -1.3616
H -0.1367 -0.7047 0.1929
H -0.4607 1.6317 -0.2170
H 0.2938 0.8876 -1.5338
H -1.2610 1.8721 -2.9285
H -2.9928 3.2434 -2.5474
H -4.4126 2.9156 -0.5561
H -3.0081 3.9259 -0.0955
H -1.8803 1.9827 0.7921
H -3.4577 2.1578 1.6083
H 2.5175 1.3831 -0.1406
H 2.3243 1.6141 -1.8863
H 3.7642 0.6747 -1.2592
O 4.0500 -1.5494 0.6519
C 3.6185 -0.7084 1.5354
O 2.3668 -0.4168 1.5766
C 4.6338 -0.0497 2.4354
C 5.8521 -0.6910 2.7080
C 6.8293 -0.0257 3.5005
C 6.6003 1.2670 4.0103
C 5.3881 1.9244 3.7182
C 4.3748 1.2215 2.9829
N 5.2249 3.2960 4.1088
O 6.1867 3.8653 4.6806
O 4.1660 3.8977 3.8548
N 8.1003 -0.6513 3.8181
O 8.3069 -1.8306 3.4531
O 8.9449 -0.0007 4.4783
H 5.9901 -1.7263 2.3807
H 7.3709 1.7960 4.5716
H 3.3629 1.6377 2.8670
```

Summary:
E: -58030.39281 eV
2S+1: 1
molecular weight: 572.09 g mol⁻¹
E_HOMO: -5.10 eV
Kohn-Sham gap: 3.73 eV


Record 3
This record from OMol25 describes a molecular structure, C22H34N2O7Si3Sr in a non-equilibrium geometry. The level of theory is ωB97M-V with the def2-TZVPD basis set.

```
69
Properties=species:S:1:pos:R:3
Sr -1.2384 0.3475 0.0661
N -4.3189 0.7576 0.2792
C -4.9630 1.4720 -0.8590
C -4.1253 2.5489 -1.5869
C -2.5710 2.4376 -1.4053
O -1.9893 1.5910 -2.1667
O -1.9327 3.0530 -0.5034
H -4.8940 -0.0919 0.4719
H -4.1618 1.3731 1.1109
H -5.8522 2.0779 -0.4569
H -5.4182 0.7840 -1.5696
H -4.3686 3.4687 -1.1452
H -4.4684 2.5946 -2.6714
C 3.6467 2.5592 0.9589
Si 2.1427 1.4283 1.3582
C 2.5236 0.7468 3.0374
C 0.7798 2.7812 1.5966
C 1.7605 0.2435 -0.0909
Si 1.7767 1.0805 -1.7881
C 3.6692 1.1822 -2.4874
C 1.2608 2.8772 -1.8143
C 0.8069 0.2131 -3.1331
Si 2.0022 -1.5969 -0.1195
C 3.5411 -2.2416 -0.9854
C 1.8875 -2.4027 1.6306
C 0.6020 -2.4214 -1.1498
C 0.8201 -3.5975 -1.8618
C -0.1612 -4.1184 -2.7025
C -1.4519 -3.4694 -2.7030
C -1.6221 -2.3363 -1.9484
N -0.5761 -1.8190 -1.1964
H 3.9024 3.2470 1.7919
H 3.5204 3.2043 0.0792
H 4.5498 1.9097 0.8179
H 2.2569 1.4347 3.9059
H 3.5995 0.4031 3.0869
H 1.9919 -0.1654 3.2131
H -0.1553 2.5421 1.0061
H 1.1677 3.7510 1.2693
H 0.5391 2.9097 2.6989
H 4.3578 0.5457 -1.8888
H 4.0309 2.2447 -2.6133
H 3.6252 0.6659 -3.4486
H 1.9958 3.4948 -1.2517
H 0.1996 2.9575 -1.3994
H 1.2314 3.0775 -2.8564
H -0.2318 -0.1483 -2.9910
H 1.2981 -0.7464 -3.5410
H 0.8005 0.9413 -3.9755
H 4.4649 -1.7485 -0.6242
H 3.4107 -2.0830 -2.0500
H 3.5491 -3.3389 -0.7090
H 2.6784 -1.8832 2.2140
H 2.0312 -3.4801 1.6543
H 0.9031 -2.3846 2.1319
H 1.8154 -4.0199 -1.6070
H 0.0477 -4.9369 -3.3202
H -2.2371 -3.8860 -3.3493
H -2.5611 -1.7444 -1.8303
O -3.6803 -2.9171 5.4550
C -3.2075 -2.0664 4.7146
C -3.7366 -1.6739 3.2860
O -4.9133 -1.7968 2.9098
C -2.5667 -1.3454 2.5547
C -1.5886 -0.6491 3.4957
O -0.6997 0.0955 3.1011
C -1.8737 -1.3412 4.7897
O -1.2877 -1.1653 5.8454
O -2.3354 -1.4264 1.2693
```

Summary:
E: -65152.35832 eV
2S+1: 1
molecular weight: 610.40 g mol⁻¹
charge: -2
E_HOMO: -1.12 eV
Kohn-Sham gap: 5.35 eV


Record 4
This record from OMol25 describes 2 unconnected molecules or ions with the total composition C22H34N3O in a non-equilibrium geometry. The level of theory is ωB97M-V with the def2-TZVPD basis set.

```
60
Properties=species:S:1:pos:R:3
C 4.7986 1.7378 -0.7627
C 3.7508 0.9573 0.0324
N 2.4751 1.7160 0.0520
C 1.2916 1.0965 -0.2411
C 0.0927 1.7775 -0.3211
C -1.0311 1.3186 -0.9806
C -2.2395 2.0693 -1.0931
C -3.1232 1.8085 -2.1544
C -4.2725 2.5428 -2.3099
C -4.5897 3.5324 -1.3974
C -3.7472 3.7973 -0.3313
C -2.5803 3.0893 -0.1808
C 2.6337 3.1935 -0.0569
C 3.9846 3.6370 0.4946
O 5.0870 3.0253 -0.1929
H 5.7481 1.1947 -0.8409
H 4.4405 1.9162 -1.7822
H 3.5808 -0.0304 -0.4096
H 4.0845 0.7952 1.0618
H 1.3187 0.0482 -0.4799
H 0.0600 2.7797 0.0668
H -0.9490 0.4065 -1.5463
H -2.8613 1.0466 -2.8678
H -4.9234 2.3440 -3.1446
H -5.5032 4.0892 -1.5100
H -4.0189 4.5480 0.3911
H -1.9425 3.2864 0.6634
H 2.5581 3.4519 -1.1158
H 1.8166 3.7088 0.4552
H 4.1140 4.7246 0.4292
H 4.0699 3.3614 1.5500
C 2.1823 -4.4068 1.0299
C 2.7831 -3.7824 -0.2518
C 1.6641 -2.9472 -0.8890
N 0.6366 -2.7258 0.1791
C -0.7457 -2.5718 -0.3183
C -1.7033 -2.2557 0.8271
C -3.1574 -2.0007 0.3861
C -3.6993 -0.9512 1.3751
C -2.4620 -0.2694 1.9890
N -1.2741 -1.0292 1.5471
C 0.7559 -3.8503 1.1511
H 2.1820 -5.5031 0.9827
H 2.7772 -4.1378 1.9105
H 3.6397 -3.1450 -0.0049
H 3.1552 -4.5494 -0.9418
H 2.0105 -1.9820 -1.2711
H 1.1900 -3.4820 -1.7156
H -0.7612 -1.7609 -1.0470
H -1.0525 -3.4740 -0.8539
H -1.6947 -3.0928 1.5410
H -3.1796 -1.6309 -0.6438
H -3.7455 -2.9260 0.3995
H -4.3682 -0.2293 0.8895
H -4.2902 -1.4388 2.1603
H -2.3600 0.7645 1.6428
H -2.5199 -0.2330 3.0830
H -0.6308 -1.2498 2.3123
H 0.0173 -4.6158 0.8917
H 0.5273 -3.4935 2.1620
```

Summary:
E: -29875.87192 eV
2S+1: 1
molecular weight: 356.53 g mol⁻¹
charge: +1
E_HOMO: -10.87 eV
Kohn-Sham gap: 6.29 eV


For the records above, the corresponding LUMO energy values read 0.0281; -0.0505; 0.1552; -0.1684 Eh.
For the records above, the corresponding energy above the lowest of the compared OMol25 structures with the same formula, charge and spin values read 109.21; 600.57; 112.19; 332.49 kJ/mol.